A cluster of 6 separate species, C24H59BF6N6O10S2 in total in a non-equilibrium geometry, computed with the ωB97M-V functional and the def2-TZVPD basis.

```
108
Properties=species:S:1:pos:R:3
C 6.0751 -4.9472 1.2840
C 5.8573 -4.2340 -0.0486
N 5.3588 -2.8828 0.1384
C 4.1701 -2.5973 0.7927
C 4.0094 -1.2508 0.7966
N 5.1563 -0.7149 0.2305
C 5.8658 -1.7061 -0.2710
C 5.4151 0.7236 0.2199
H 6.7018 -4.3027 1.9065
H 6.4314 -5.9706 1.2268
H 5.1656 -4.9979 1.8900
H 5.1191 -4.8397 -0.5794
H 6.7341 -4.1387 -0.6868
H 3.4764 -3.3658 1.0845
H 3.2634 -0.5936 1.2188
H 6.8208 -1.6194 -0.7643
H 4.5256 1.2060 -0.1867
H 6.2327 0.9109 -0.4723
H 5.6070 1.1350 1.2057
C -0.7981 -2.2985 0.6992
O -1.4629 -3.5464 0.9217
C -2.7011 -3.5511 0.2522
C -3.3478 -4.8825 0.6129
N -2.4717 -6.0532 0.1845
H -1.7054 -6.2319 0.8365
H -3.0391 -6.8848 0.3838
C -1.9452 -6.0646 -1.2497
C -2.9618 -5.9986 -2.3605
O -3.6536 -4.7602 -2.3451
C -4.9208 -4.7496 -2.9823
H -0.8569 -1.9673 -0.3383
H 0.2463 -2.4180 0.9950
H -1.1332 -1.5018 1.3683
H -2.6759 -3.3379 -0.8193
H -3.4494 -2.8205 0.5877
H -4.3380 -5.0109 0.1876
H -3.3542 -4.9990 1.6956
H -1.4106 -7.0141 -1.1979
H -1.2289 -5.2462 -1.2383
H -3.7036 -6.8006 -2.3931
H -2.4160 -5.9817 -3.3090
H -5.2277 -3.7261 -3.1779
H -5.6539 -5.2096 -2.3091
H -4.8278 -5.3319 -3.9061
C -1.8201 -2.5953 -4.8519
O -1.6017 -1.2117 -4.7717
C -1.1171 -0.5965 -5.9271
C -1.2844 0.8976 -5.8030
N -0.2762 1.5318 -4.8776
H 0.6672 1.2237 -5.1282
H -0.1545 2.5376 -5.0291
C -0.3185 1.3608 -3.3250
C -1.5077 2.0573 -2.6638
O -2.7281 1.3799 -2.7232
C -2.7459 0.1648 -2.0157
H -2.8716 -2.7774 -5.0771
H -1.4986 -3.1729 -3.9817
H -1.1998 -3.0919 -5.6112
H -1.7160 -0.9239 -6.7833
H -0.0651 -0.8113 -6.1614
H -2.2962 1.0953 -5.4509
H -1.0753 1.4634 -6.7092
H 0.6840 1.6031 -2.9848
H -0.4375 0.2755 -3.3317
H -1.5284 3.1098 -2.9468
H -1.2362 2.0436 -1.5979
H -2.3442 0.1941 -0.9964
H -2.2325 -0.6256 -2.5740
H -3.7913 -0.1287 -1.9191
C -2.1038 5.3442 3.2767
O -0.6640 5.4930 3.1900
C -0.1605 5.3009 1.8759
C 1.3265 5.1111 1.9977
N 1.7986 6.2764 2.8197
H 1.4051 7.1312 2.4079
H 1.2372 6.3746 3.6796
C 3.2780 6.4485 3.2583
C 3.3779 5.7789 4.6176
O 2.8768 4.4686 4.5659
C 3.7485 3.5564 3.9212
H -2.5830 5.2567 2.2976
H -2.4048 6.2540 3.7854
H -2.3700 4.3925 3.7367
H -0.4058 6.1592 1.2300
H -0.6913 4.4849 1.3895
H 1.7276 5.1274 0.9856
H 1.5807 4.1779 2.4858
H 3.3253 7.5348 3.2513
H 3.8278 5.9937 2.4383
H 2.8425 6.4633 5.2826
H 4.3745 5.7701 5.0652
H 4.7214 4.0211 3.7136
H 3.3687 3.2409 2.9475
H 3.9631 2.7181 4.5806
N -4.7213 1.1174 2.8402
S -5.4404 2.1712 3.6295
O -5.3772 3.5053 3.0711
O -5.3301 2.0776 5.0490
F -6.9552 1.6945 3.2998
S -3.3281 0.9220 3.7453
O -3.2995 -0.3290 4.4188
O -2.6128 2.0375 4.2698
F -2.3290 0.5972 2.5316
B 0.6866 1.7614 0.3005
F -0.4762 1.0953 0.6710
F 0.3831 3.0846 -0.0315
F 1.5972 1.7473 1.3960
F 1.3531 1.2094 -0.8331
```

E_LUMO	-4.4	eV
max |F|	6.22	eV Å⁻¹
frontier orbital gap	6.41	eV
net charge	+2
electronic energy	-93897.296	eV
E_HOMO	-0.3986	Eh
energy relative to the best compared isomer or geometry (same formula, charge and spin)	0.0000	eV
2S+1	1

Atomic partial charges in e from the Löwdin method, atoms 1 to 5: number 1, C, carries -0.057; number 2, C, carries -0.166; number 3, N, carries -0.048; number 4, C, carries 0.002; number 5, C, carries 0.025